2 unconnected molecules or ions with the total composition C5H8O2, computed with ωB97M-V with the def2-TZVPD basis set.

## Properties
HOMO-LUMO gap = 9.58 eV
charge = 0
energy = -9404.2042 eV
E_HOMO = -8.764 eV

Geometry as XYZ:
```
15
Properties=species:S:1:pos:R:3:forces:R:3
O 0.484 1.861 -0.653 0.0042 -0.0645 0.0389
O -1.337 0.706 0.858 0.0182 0.0556 -0.2208
C -1.001 -2.028 -0.911 -0.0070 -0.0058 -0.0140
C 0.898 1.674 0.686 -0.0486 0.4269 0.3743
C -0.021 0.659 1.301 0.0888 0.0820 0.2752
C 1.343 0.722 -0.512 0.2826 -0.2552 -0.2143
C 1.101 -0.095 0.595 -0.0071 0.0215 -0.1946
H -1.310 0.961 -0.078 -0.0933 -0.0338 0.1418
H -1.831 -1.633 -0.318 0.1372 -0.1115 -0.1378
H -0.832 -1.383 -1.782 -0.0401 -0.1487 0.1686
H -1.227 -3.044 -1.249 0.0178 0.1970 0.0501
H 1.623 2.361 1.109 -0.1058 -0.1091 -0.0814
H -0.100 -2.043 -0.291 -0.1490 -0.0553 -0.1308
H 2.232 0.749 -1.136 -0.1352 -0.0192 0.1031
H -0.021 0.534 2.380 0.0374 0.0202 -0.1582
```
Forces are in eV/Å.

=====

CH4N2P2 in the gas phase, computed with ωB97M-V with the def2-TZVPD basis set.

## Properties
HOMO-LUMO gap (spin up / spin down) = 6.52 / 6.51 eV
charge = 0
SMILES = N=C=[PH]=PN
energy = -22655.9531 eV
E_HOMO (spin up / spin down) = -6.762 / -6.760 eV

Geometry as XYZ:
```
9
Properties=species:S:1:pos:R:3:forces:R:3
P -0.703 0.878 -1.216 -1.0267 -0.2038 -1.1712
P -0.041 -1.067 -1.042 1.7293 -0.5553 -2.2069
N 0.336 1.802 -0.271 1.9789 2.7808 0.3667
N -0.895 -1.909 1.471 1.8352 -1.3728 -3.4610
C -0.233 -1.647 0.505 -2.6555 -0.6056 3.4998
H 1.323 1.969 -0.647 -1.8736 -0.3802 0.5810
H 1.364 -1.324 -0.916 -0.1430 0.3501 -0.6754
H -0.102 2.759 -0.176 0.7453 -1.4292 0.1856
H -1.049 -1.461 2.293 -0.5900 1.4161 2.8814
```
Forces are in eV/Å.

=====

7 unconnected molecules or ions with the total composition C33H40O11, computed with ωB97M-V with the def2-TZVPD basis set.

## Properties
HOMO-LUMO gap = 6.79 eV
charge = 0
SMILES = O=C1C=CC(=O)C=C1.O=C1C=CC(=O)C=C1.O=C1C=CC(=O)C=C1.O=C1C=CC(=O)C=C1.CC(C)O.CC(C)O.CC(C)O
energy = -57374.3116 eV
E_HOMO = -9.509 eV

Geometry as XYZ:
```
84
Properties=species:S:1:pos:R:3:forces:R:3
O 38.090 36.030 18.803 -0.2083 2.6230 -0.7407
O 40.991 36.007 17.435 -4.3289 2.6797 4.6002
O 45.399 37.096 19.153 -1.5932 -4.3393 0.5631
O 40.193 32.130 19.000 0.4016 -1.2136 0.2779
O 36.051 26.849 22.237 -6.7312 5.8430 1.2789
O 40.656 26.656 19.635 0.7477 1.9896 -0.0039
O 47.891 29.968 16.193 4.5098 0.6976 0.9484
O 44.584 33.788 14.030 -2.0300 1.9384 2.7951
O 42.686 28.797 15.110 4.2209 1.7842 0.4118
O 43.858 31.816 18.441 1.9213 4.3171 1.4702
O 42.994 27.613 25.204 0.5160 3.6801 1.5349
C 35.822 27.361 20.935 3.7507 -4.0028 -1.3001
C 42.049 26.850 24.644 -1.3976 -2.4875 -0.1062
C 46.085 28.536 16.550 -3.4147 -1.8084 -0.4443
C 41.774 35.544 16.725 3.2345 1.4396 -2.9707
C 40.819 27.882 19.586 -1.2430 -0.0690 -0.9686
C 36.646 34.276 19.378 -3.5195 2.3609 -0.5869
C 40.164 30.228 20.547 0.1345 -2.7940 -0.7081
C 45.974 34.912 18.546 -0.6254 -5.8578 -1.3851
C 43.752 35.311 19.599 -1.8053 -6.3502 -0.7957
C 41.596 34.314 16.163 1.4836 -7.6039 -2.7878
C 44.711 28.187 16.197 4.9871 0.2362 1.6545
C 43.911 29.140 15.335 -3.8271 -3.9417 1.3081
C 42.890 36.342 16.272 7.0202 -1.7269 -4.2894
C 35.444 26.078 20.088 2.8855 0.8380 -3.7712
C 45.580 33.530 18.332 -0.6776 5.2910 2.7040
C 42.129 26.937 23.161 3.6562 4.2853 0.1353
C 37.234 27.943 20.403 -8.9980 5.0467 3.7519
C 41.454 28.597 18.459 -0.7180 5.2147 -2.9667
C 37.995 34.833 19.459 1.9967 -2.5917 -0.6157
C 45.926 30.639 15.218 -6.3975 -1.5917 -1.0386
C 40.485 30.960 19.199 0.3833 -0.6882 0.2449
C 40.232 28.791 20.574 0.4699 4.3087 3.1801
C 44.037 35.771 15.419 -5.0949 1.5112 2.8944
C 38.544 34.914 20.878 -0.6083 0.0913 -0.5731
C 40.739 27.312 25.157 -2.8029 -1.5914 4.0189
C 42.631 33.682 15.399 -2.9857 0.8878 1.9552
C 44.233 33.007 18.796 -3.0431 -3.4980 -1.5722
C 41.241 30.116 18.141 1.0070 -5.6056 2.4153
C 43.847 34.365 14.888 1.5203 -0.3120 -1.3582
C 46.759 29.743 16.045 -4.9002 -0.3925 -1.2547
C 44.537 30.334 14.882 5.1611 0.9669 0.6312
C 43.171 33.909 19.481 11.2895 6.8563 -3.4897
C 45.080 35.850 19.150 -0.2745 3.8792 -0.7387
H 42.134 25.805 24.987 0.2126 -0.0851 -0.3649
H 39.452 35.448 20.660 0.5533 0.8031 0.9107
H 36.101 34.873 20.164 -0.5037 -0.1380 -1.2441
H 41.686 26.193 22.665 -2.9442 -2.2866 -2.1179
H 44.340 27.175 16.575 0.1093 1.8090 -0.7872
H 39.868 26.595 25.043 1.1427 0.4870 -0.7521
H 36.717 26.310 22.200 5.9542 -4.8174 -0.4322
H 43.064 35.911 20.046 -1.3956 2.3488 1.2768
H 41.845 27.904 17.685 0.1122 0.9323 0.3943
H 43.941 30.834 14.154 0.0060 1.0341 -0.2661
H 42.438 33.563 20.008 -4.7393 -1.8515 2.5249
H 41.993 28.101 22.799 0.0671 -3.1666 0.7044
H 38.902 33.931 21.098 -0.1174 -0.7529 0.7993
H 43.849 27.310 25.394 1.4144 -1.3250 -0.0632
H 37.848 35.350 21.666 1.0404 -0.4193 -1.1028
H 39.857 30.878 21.466 0.4932 -1.4373 -1.9222
H 36.291 25.310 19.965 -0.6591 1.2242 0.8076
H 46.296 31.542 14.860 0.9151 1.3692 -0.6368
H 38.609 34.073 18.875 0.1145 0.8450 0.7942
H 42.932 37.388 16.515 0.0208 0.1843 0.2934
H 43.184 26.651 22.916 -0.3620 0.7364 0.1030
H 37.123 28.071 19.446 -0.8655 1.4278 -5.6540
H 37.855 27.279 20.412 7.3348 -7.4778 1.2279
H 35.378 26.374 18.959 -0.2693 -0.2222 1.7726
H 36.476 33.326 19.741 0.6037 -2.4406 0.8249
H 34.611 25.461 20.269 -1.4052 -0.0633 0.9471
H 41.774 30.641 17.295 -0.9832 -0.9011 0.9544
H 46.938 35.217 18.168 0.0633 0.2294 0.2119
H 37.482 28.867 20.859 0.3399 0.5575 0.6599
H 38.683 36.692 19.221 -0.5332 -1.0919 -0.2875
H 46.301 32.824 18.069 0.8066 -1.0722 -0.9536
H 46.840 27.964 17.152 -1.4062 -0.0499 -0.4561
H 42.590 32.619 15.142 -0.3204 0.4386 -0.0472
H 36.108 34.241 18.344 1.1387 0.7318 1.7494
H 35.041 28.027 20.819 -1.4903 1.5851 0.7049
H 40.432 28.231 24.723 -0.2009 1.1038 -0.0109
H 40.661 33.753 16.548 1.7408 0.7190 -0.9123
H 40.664 27.309 26.390 0.7594 0.6465 -3.0624
H 44.857 36.409 15.093 -0.2107 -0.2291 0.0797
H 40.168 28.332 21.590 -0.6096 0.3146 -0.9765
```
Forces are in eV/Å.

=====

3 unconnected molecules or ions with the total composition C5H12N2O, computed with ωB97M-V with the def2-TZVPD basis set.

## Properties
HOMO-LUMO gap (spin up / spin down) = 5.66 / 5.53 eV
charge = 0
energy = -10402.3385 eV
E_HOMO (spin up / spin down) = -6.905 / -6.818 eV

Geometry as XYZ:
```
20
Properties=species:S:1:pos:R:3:forces:R:3
O 2.516 -0.453 -0.333 -0.6967 0.6060 0.5259
N 0.198 -2.033 1.386 0.9492 -1.4132 1.0141
N 1.290 0.895 1.054 -0.4587 8.0509 3.2841
C -0.880 1.804 -1.391 0.2891 0.5709 2.1418
C 1.538 -0.009 0.202 -3.7018 -5.3475 -1.9681
C -0.320 -1.746 -0.991 -0.2532 -0.2507 0.2803
C -0.219 -1.158 0.394 1.7251 0.9652 -1.9631
C 0.299 1.718 1.381 2.8728 -3.1447 0.9048
H -1.053 1.827 -0.226 -0.1588 -0.5728 -2.7241
H 0.169 -1.681 2.333 -0.1740 0.1757 -0.1257
H -1.169 -0.739 0.726 0.2428 0.8234 -0.2407
H -0.939 -2.646 -0.985 -0.1010 -0.1491 -0.0515
H -0.893 2.858 -1.643 -0.1910 0.1081 -0.5004
H -1.556 1.203 -1.990 -0.3722 0.1506 0.3528
H 0.663 -2.014 -1.372 0.0861 -0.0170 -0.0393
H -0.775 -1.024 -1.665 0.0698 0.0042 -0.0614
H 0.580 2.646 1.863 0.2488 0.2614 -0.1468
H 0.127 1.437 -1.566 0.1162 -0.0460 0.0816
H 1.152 -2.337 1.217 -0.1451 -0.3170 0.0474
H -0.730 1.450 1.605 -0.3473 -0.4584 -0.8117
```
Forces are in eV/Å.

=====

3 unconnected molecules or ions with the total composition C18H38IO6P, computed with ωB97M-V with the def2-TZVPD basis set.

## Properties
HOMO-LUMO gap = 8.89 eV
charge = 0
SMILES = C#CCPC[C@H](C)I.COCCOCCOC.COCCOCCOC
energy = -48950.0724 eV
E_HOMO = -8.336 eV

Geometry as XYZ:
```
64
Properties=species:S:1:pos:R:3:forces:R:3
I -4.443 -2.976 3.774 0.1823 -0.2889 -0.1965
P -1.870 -1.791 -0.056 -0.0708 2.0728 -0.7159
O 1.532 3.100 2.036 0.0299 -0.0148 -0.1010
O 1.091 4.073 4.894 0.2935 -0.1421 -0.2268
O 3.021 -0.752 -3.984 -0.2509 0.1234 0.2828
O -0.578 1.656 3.677 0.1016 0.1808 -0.4808
O 0.130 -1.306 -3.171 -0.0120 -0.0874 0.0846
O 0.674 -0.433 -6.034 -0.1705 -0.2772 0.1922
C 0.122 -3.443 0.866 -0.0749 -0.8181 0.2599
C -1.821 1.563 3.012 -0.0632 0.0539 0.3006
C 3.678 0.180 -3.149 0.0877 -0.0218 -0.2740
C -0.262 0.166 -5.155 0.1121 0.0463 -0.1024
C 1.105 4.886 3.734 -0.1587 0.0000 0.1109
C 1.704 1.937 2.829 0.2103 0.0140 0.1902
C 0.160 -4.620 1.117 0.0115 1.1398 -0.3154
C -3.845 -2.942 1.659 -0.7729 1.2984 0.0494
C 1.099 -2.230 -3.644 -0.0925 -0.1218 -0.1572
C -0.147 -2.036 0.626 -0.5818 -1.0990 0.1288
C 0.493 1.036 2.988 -0.0274 -0.0032 0.2371
C 0.675 4.140 2.483 -0.2058 -0.0282 -0.0669
C -2.943 -1.719 1.478 0.6061 -1.6275 0.0366
C -5.148 -2.775 0.878 0.4895 -0.3748 0.7606
C 0.121 -1.296 -7.006 0.2178 0.1300 -0.0621
C 2.273 4.116 5.668 -0.2413 -0.0395 0.1378
C 2.551 -1.917 -3.330 0.0777 -0.0197 -0.1762
C 0.110 0.014 -3.691 0.1122 0.2015 0.1646
H -5.740 -3.671 1.014 -0.2742 -0.1403 -0.3914
H 0.961 -2.429 -4.707 0.1433 0.1771 -0.0925
H 2.138 2.187 3.798 -0.2063 0.0405 0.1280
H -2.400 2.457 3.247 -0.0190 -0.0518 0.0764
H 0.602 -1.579 -0.004 0.0317 0.2184 -0.2836
H 2.378 3.152 6.169 -0.0407 0.0180 0.0243
H 3.524 1.174 -3.572 0.0266 -0.0190 -0.0329
H 2.681 -1.843 -2.245 0.0005 0.0868 0.0113
H -5.684 -1.960 1.343 -0.2802 0.3314 -0.1694
H 2.200 4.895 6.433 0.1430 0.0505 -0.0255
H 2.463 1.349 2.307 -0.0432 0.0178 -0.0817
H 3.277 0.177 -2.131 0.0044 -0.0379 0.0180
H 1.040 0.536 -3.465 0.1372 -0.0694 -0.1965
H 3.163 4.281 5.055 -0.0058 0.0393 -0.0215
H -2.206 -2.960 -0.777 0.1621 -0.3322 0.7058
H 0.171 0.689 2.000 -0.0426 0.0841 -0.0306
H 0.851 -2.079 -7.215 0.0259 0.0449 -0.0243
H -2.363 0.685 3.373 -0.1623 -0.0510 -0.1255
H 0.864 -3.168 -3.133 0.0034 0.0467 0.0861
H -0.353 3.787 2.571 0.0059 -0.0783 0.2293
H 3.157 -2.761 -3.684 -0.0789 -0.1335 0.1437
H -0.290 1.238 -5.384 -0.1593 0.0413 0.1378
H 0.794 0.157 3.574 0.1774 -0.0581 -0.1526
H 2.093 5.329 3.571 0.0527 -0.0689 0.0416
H 0.150 -5.648 1.311 0.1300 -0.7127 0.1507
H -0.162 -1.554 1.595 0.1035 0.4356 0.1351
H -0.665 0.529 -3.116 -0.0641 -0.0847 -0.0110
H -3.344 -3.872 1.444 0.2328 -0.2294 0.1783
H -1.266 -0.240 -5.315 0.0181 -0.0698 -0.0286
H -2.292 -1.693 2.343 0.4531 0.1880 0.0083
H -0.076 -0.750 -7.933 -0.1278 -0.0660 -0.0189
H -4.954 -2.542 -0.163 -0.0154 -0.1369 -0.2863
H -1.711 1.511 1.925 0.0424 -0.0400 0.0037
H 0.673 4.870 1.669 0.0939 -0.0085 -0.0063
H -0.799 -1.775 -6.658 -0.0280 0.0335 0.0131
H 0.391 5.703 3.894 0.0554 0.0982 -0.1675
H 4.753 -0.021 -3.125 0.0086 0.0176 0.1545
H -3.500 -0.792 1.488 -0.3137 0.1220 -0.1603
```
Forces are in eV/Å.

=====

Copy entry 1 word for word.
2 unconnected molecules or ions with the total composition C5H8O2, computed with ωB97M-V with the def2-TZVPD basis set.

## Properties
HOMO-LUMO gap = 9.58 eV
charge = 0
energy = -9404.2042 eV
E_HOMO = -8.764 eV

Geometry as XYZ:
```
15
Properties=species:S:1:pos:R:3:forces:R:3
O 0.484 1.861 -0.653 0.0042 -0.0645 0.0389
O -1.337 0.706 0.858 0.0182 0.0556 -0.2208
C -1.001 -2.028 -0.911 -0.0070 -0.0058 -0.0140
C 0.898 1.674 0.686 -0.0486 0.4269 0.3743
C -0.021 0.659 1.301 0.0888 0.0820 0.2752
C 1.343 0.722 -0.512 0.2826 -0.2552 -0.2143
C 1.101 -0.095 0.595 -0.0071 0.0215 -0.1946
H -1.310 0.961 -0.078 -0.0933 -0.0338 0.1418
H -1.831 -1.633 -0.318 0.1372 -0.1115 -0.1378
H -0.832 -1.383 -1.782 -0.0401 -0.1487 0.1686
H -1.227 -3.044 -1.249 0.0178 0.1970 0.0501
H 1.623 2.361 1.109 -0.1058 -0.1091 -0.0814
H -0.100 -2.043 -0.291 -0.1490 -0.0553 -0.1308
H 2.232 0.749 -1.136 -0.1352 -0.0192 0.1031
H -0.021 0.534 2.380 0.0374 0.0202 -0.1582
```
Forces are in eV/Å.

=====

Question: Which value of charge does entry 4 give?
Answer: 0

=====

Please write out number 2 again, unchanged.
CH4N2P2 in the gas phase, computed with ωB97M-V with the def2-TZVPD basis set.

## Properties
HOMO-LUMO gap (spin up / spin down) = 6.52 / 6.51 eV
charge = 0
SMILES = N=C=[PH]=PN
energy = -22655.9531 eV
E_HOMO (spin up / spin down) = -6.762 / -6.760 eV

Geometry as XYZ:
```
9
Properties=species:S:1:pos:R:3:forces:R:3
P -0.703 0.878 -1.216 -1.0267 -0.2038 -1.1712
P -0.041 -1.067 -1.042 1.7293 -0.5553 -2.2069
N 0.336 1.802 -0.271 1.9789 2.7808 0.3667
N -0.895 -1.909 1.471 1.8352 -1.3728 -3.4610
C -0.233 -1.647 0.505 -2.6555 -0.6056 3.4998
H 1.323 1.969 -0.647 -1.8736 -0.3802 0.5810
H 1.364 -1.324 -0.916 -0.1430 0.3501 -0.6754
H -0.102 2.759 -0.176 0.7453 -1.4292 0.1856
H -1.049 -1.461 2.293 -0.5900 1.4161 2.8814
```
Forces are in eV/Å.

=====

Question: What is the formula in the first record?
Answer: C5H8O2